Entry 1:
{
  "formula": "C16H58N10O13",
  "method": "the ωB97M-V functional and the def2-TZVPD basis",
  "relative_energy_kcal_mol": 190.79,
  "charge": 0,
  "species": ["C", "C", "O", "H", "H", "H", "H", "H", "H", "C", "C", "O", "H", "H", "H", "H", "H", "H", "C", "C", "O", "H", "H", "H", "H", "H", "H", "C", "O", "N", "N", "H", "H", "H", "H", "C", "O", "N", "N", "H", "H", "H", "H", "C", "O", "N", "N", "H", "H", "H", "H", "C", "O", "N", "N", "H", "H", "H", "H", "C", "O", "N", "N", "H", "H", "H", "H", "C", "O", "H", "H", "H", "H", "C", "O", "H", "H", "H", "H", "C", "O", "H", "H", "H", "H", "C", "O", "H", "H", "H", "H", "C", "O", "H", "H", "H", "H"],
  "xyz": [[-6.644, 13.521, -21.405], [-7.154, 13.722, -20.037], [-8.468, 13.339, -20.191], [-5.813, 14.173, -21.535], [-7.237, 13.821, -22.182], [-6.408, 12.443, -21.551], [-6.992, 14.717, -19.679], [-6.543, 13.097, -19.340], [-8.557, 12.467, -20.558], [-2.790, 8.282, -18.880], [-2.847, 6.785, -19.252], [-1.600, 6.156, -18.875], [-3.598, 8.708, -19.363], [-1.831, 8.758, -19.136], [-2.955, 8.555, -17.860], [-2.946, 6.728, -20.340], [-3.774, 6.246, -18.907], [-1.652, 5.198, -18.886], [-9.199, 14.703, -16.038], [-8.652, 14.199, -17.324], [-8.965, 12.839, -17.363], [-8.761, 14.151, -15.221], [-10.229, 14.719, -16.018], [-9.001, 15.772, -15.825], [-7.550, 14.223, -17.505], [-9.176, 14.671, -18.061], [-8.571, 12.422, -18.190], [-8.878, 10.251, -20.133], [-7.889, 9.380, -20.087], [-9.165, 11.030, -21.158], [-9.635, 10.487, -19.140], [-8.705, 10.918, -22.069], [-10.038, 11.586, -21.326], [-9.657, 9.759, -18.356], [-10.299, 11.199, -19.229], [-7.715, 6.980, -14.603], [-8.266, 7.083, -13.363], [-7.424, 5.850, -15.106], [-7.405, 8.039, -15.338], [-7.468, 5.740, -16.070], [-7.501, 4.994, -14.579], [-7.510, 9.000, -14.972], [-6.787, 7.808, -16.187], [-4.385, 13.841, -18.288], [-5.168, 14.461, -17.322], [-4.138, 14.462, -19.430], [-3.789, 12.680, -18.148], [-4.538, 15.319, -19.660], [-3.577, 14.018, -20.231], [-3.788, 12.362, -17.221], [-2.911, 12.374, -18.618], [-3.437, 9.214, -14.551], [-2.381, 9.545, -15.342], [-3.462, 8.656, -13.365], [-4.678, 9.459, -14.932], [-2.535, 8.499, -12.836], [-4.308, 8.352, -12.908], [-4.783, 10.048, -15.794], [-5.522, 9.296, -14.464], [-6.426, 6.770, -18.041], [-6.372, 5.436, -17.711], [-5.714, 7.694, -17.360], [-7.088, 7.078, -19.101], [-5.037, 7.311, -16.639], [-5.663, 8.615, -17.769], [-7.632, 6.216, -19.505], [-7.412, 8.018, -19.432], [-6.368, 10.894, -17.195], [-5.092, 10.411, -17.561], [-6.273, 11.791, -16.573], [-6.882, 10.152, -16.575], [-7.026, 11.063, -18.011], [-4.669, 11.140, -17.974], [-8.193, 11.455, -14.370], [-7.363, 10.461, -13.988], [-8.368, 12.033, -13.483], [-9.075, 10.998, -14.840], [-7.647, 12.227, -14.961], [-6.672, 10.834, -13.489], [-4.208, 10.238, -21.145], [-3.720, 8.972, -21.744], [-5.105, 10.010, -20.547], [-4.441, 10.754, -22.079], [-3.656, 10.794, -20.413], [-2.928, 8.677, -21.316], [-6.067, 14.835, -14.445], [-5.969, 15.921, -15.326], [-5.244, 14.841, -13.697], [-6.129, 13.943, -15.047], [-6.915, 14.980, -13.808], [-5.621, 15.617, -16.181], [-10.489, 9.079, -16.417], [-9.294, 8.577, -17.002], [-11.259, 8.209, -16.424], [-10.809, 10.008, -16.882], [-10.268, 9.274, -15.442], [-8.718, 8.295, -16.231]]
}

---

Entry 2:
{
  "formula": "C10H20Cl10",
  "method": "the ωB97M-V functional and the def2-TZVPD basis",
  "relative_energy_kcal_mol": 16.60,
  "smiles": "ClCCCl.ClCCCl.ClCCCl.ClCCCl.ClCCCl",
  "charge": 0,
  "species": ["Cl", "C", "C", "Cl", "H", "H", "H", "H", "Cl", "C", "C", "Cl", "H", "H", "H", "H", "Cl", "C", "C", "Cl", "H", "H", "H", "H", "Cl", "C", "C", "Cl", "H", "H", "H", "H", "Cl", "C", "C", "Cl", "H", "H", "H", "H"],
  "xyz": [[2.470, 3.620, -0.533], [1.490, 4.684, -1.613], [1.419, 6.123, -1.007], [0.466, 6.219, 0.513], [0.489, 4.255, -1.642], [1.775, 4.604, -2.662], [0.885, 6.819, -1.655], [2.413, 6.512, -0.787], [-1.039, -5.134, -0.800], [0.130, -4.775, -2.132], [1.556, -4.866, -1.637], [1.968, -3.423, -0.600], [-0.123, -3.861, -2.669], [-0.064, -5.635, -2.773], [2.165, -4.851, -2.540], [1.829, -5.795, -1.136], [-0.752, 2.681, 2.428], [-2.328, 2.919, 1.642], [-2.325, 4.265, 0.893], [-3.859, 4.362, -0.051], [-3.198, 2.800, 2.288], [-2.383, 2.098, 0.928], [-1.453, 4.484, 0.277], [-2.429, 5.044, 1.648], [1.892, -4.191, 4.377], [1.163, -4.503, 2.818], [0.026, -3.532, 2.528], [-1.199, -3.706, 3.783], [0.784, -5.525, 2.843], [2.033, -4.477, 2.161], [-0.252, -3.714, 1.490], [0.514, -2.558, 2.492], [0.537, 0.330, -2.952], [-0.008, 0.487, -1.250], [-0.998, -0.644, -0.981], [-1.305, -0.908, 0.829], [-0.474, 1.472, -1.208], [0.830, 0.402, -0.559], [-0.646, -1.601, -1.367], [-1.997, -0.481, -1.384]]
}

---

| no. | electronic energy (eV) |
| --- | --- |
| 1 | -59046.6252 |
| 2 | -135919.1798 |